(1)
An isolated ion of composition C7H11N4 and charge +1 at a distorted geometry. Source: the OMol25 dataset; level of theory: ωB97M-V with the def2-TZVPD basis set.

```
22
Properties=species:S:1:pos:R:3:mulliken_charge:R:1
C 1.2509 -0.7900 1.0561 -0.52
C 1.8943 -1.1512 -0.0804 -0.59
C -2.0860 -0.0555 -1.0059 0.14
C -1.1315 0.4288 1.2005 0.77
C 0.5061 0.4725 0.7897 0.22
C -1.2944 0.5452 2.5901 -1.20
C 1.9278 -0.1194 -2.4456 -0.83
N -2.9959 0.3576 -1.7377 -0.41
N -2.0144 0.0571 0.3902 -0.24
N 1.5129 -0.2103 -1.0383 0.74
N 0.7285 0.6714 -0.5851 -0.87
H 1.1619 -1.3641 1.9373 0.43
H 2.4483 -2.0422 -0.2221 0.46
H -1.2720 -0.6746 -1.5410 0.31
H 0.9439 1.4095 1.3056 0.34
H -1.4225 1.6167 2.7474 0.34
H -0.3673 0.2214 3.2949 0.32
H -2.2303 0.0252 3.0554 0.37
H 2.0844 -1.1188 -2.9577 0.32
H 1.0943 0.3906 -2.9746 0.33
H 2.9661 0.4439 -2.5767 0.28
H -3.7052 0.8862 -1.2021 0.28
```

* net charge: +1
* lowest unoccupied orbital energy (spin up / spin down): -4.4 / -8.2 eV
* expectation value of S²: 2.026
* E_HOMO (spin up / spin down): -10.9 / -13.6 eV
* frontier orbital gap (spin up / spin down): 6.49 / 5.42 eV
* multiplicity: 3
* ΔE to the lowest compared entry with this formula, charge and spin: 271.9 kJ/mol
* E_tot: -491.87232 hartree

(2)
An isolated ion of composition C7H11N4 and charge +1 at a distorted geometry. Source: the OMol25 dataset; level of theory: ωB97M-V with the def2-TZVPD basis set.

```
22
Properties=species:S:1:pos:R:3:mulliken_charge:R:1
C -0.3794 -2.8312 -0.7591 -0.58
C 0.5383 -1.8945 -0.5307 -0.08
C -1.7595 -2.3138 -0.9666 -0.09
C -1.0569 -0.1555 -1.1143 0.48
C -1.1794 1.0373 -1.7234 -1.06
C 0.8436 0.3601 0.5712 0.55
C 0.5491 2.6313 1.6356 -0.96
N -2.0477 -1.1199 -1.1060 -0.49
N 0.2547 -0.5214 -0.6109 0.08
N 1.7876 -0.2031 1.3296 -0.36
N 0.3629 1.5630 0.6158 -0.12
H -0.2763 -3.9004 -0.5276 0.37
H 1.5561 -2.2377 -0.2833 0.22
H -2.5969 -2.9855 -0.8799 0.42
H -0.3071 1.6611 -2.0990 0.36
H -2.2180 1.4192 -1.9658 0.34
H -0.3132 3.0861 1.8577 0.35
H 1.2924 3.3426 1.1119 0.32
H 1.0125 2.2188 2.4962 0.36
H 2.3474 -0.9496 0.9690 0.19
H 2.3034 0.3912 1.9306 0.25
H -0.7134 1.4019 0.0490 0.44
```

* net charge: +1
* lowest unoccupied orbital energy (spin up / spin down): -3.0 / -6.6 eV
* expectation value of S²: 2.015
* E_HOMO (spin up / spin down): -9.2 / -13.5 eV
* frontier orbital gap (spin up / spin down): 6.20 / 6.87 eV
* multiplicity: 3
* ΔE to the lowest compared entry with this formula, charge and spin: 176.5 kJ/mol
* E_tot: -491.90869 hartree

(3)
C7H11N4O2 as an isolated structure at a distorted geometry. Source: the OMol25 dataset; level of theory: ωB97M-V with the def2-TZVPD basis set.

```
24
Properties=species:S:1:pos:R:3:mulliken_charge:R:1
C 2.1041 0.7119 -2.8368 -0.60
C 0.6695 0.0525 -1.0712 0.07
C 1.4841 1.0585 -0.9830 0.54
C -0.4711 -0.6947 -0.4967 0.13
C 1.1168 -0.3617 -2.5361 0.74
C -1.7532 -0.5300 1.5491 0.73
C -1.5839 -1.9135 2.2289 -0.93
N 2.3398 1.4865 -1.8158 -0.38
N -0.9695 -0.1110 0.5813 -0.41
N -2.4676 0.3757 2.2413 -0.39
N 1.7508 2.2294 1.1918 -0.63
O -0.8775 -1.7198 -1.0403 -0.67
O 0.1327 -0.5431 -3.4214 -0.53
H 2.6488 0.7865 -3.7224 0.48
H 1.6788 -1.2086 -2.2819 0.29
H -1.8184 -2.5914 1.4004 0.31
H -2.3801 -1.8771 3.0953 0.28
H -0.6114 -2.1260 2.5794 0.29
H 2.7752 2.1545 1.1556 0.29
H -2.5840 1.3379 1.9606 0.25
H -3.1684 0.0441 2.8847 0.20
H 1.1084 1.5603 1.6679 0.26
H 1.3636 3.1717 0.9675 0.28
H -0.4877 -1.2925 -3.2982 0.40
```

* net charge: +1
* lowest unoccupied orbital energy: -5.0 eV
* E_HOMO: -13.1 eV
* frontier orbital gap: 8.11 eV
* ΔE to the lowest compared entry with this formula, charge and spin: 420.7 kJ/mol
* E_tot: -642.44221 hartree

(4)
A single C7H11N5O4 molecule at a distorted geometry. Source: the OMol25 dataset; level of theory: ωB97M-V with the def2-TZVPD basis set.

```
27
Properties=species:S:1:pos:R:3:mulliken_charge:R:1
C -0.1194 0.3685 -4.1216 -0.68
O -0.2422 0.4618 -2.6404 -0.30
C -1.5543 1.0306 -2.2778 -0.57
C -2.0281 0.3112 -1.0546 -0.67
N -0.9216 0.2706 -0.0336 -0.03
C -0.3788 1.4443 0.3889 0.48
O -0.7978 2.5949 0.2663 -0.65
C 0.7057 1.3309 1.3301 -0.34
N 1.0303 -0.1215 1.6837 0.44
C 2.2614 -0.7118 1.5594 -0.08
N 2.3880 -1.7911 2.2852 -0.52
C 1.2005 -1.8654 3.0242 0.27
N 0.9974 -2.8034 4.0357 0.90
O -0.0915 -3.0151 4.5280 -0.53
O 1.9675 -3.3662 4.5173 -0.50
N 0.3560 -0.9308 2.5393 -0.63
H -1.0691 -0.1283 -4.5263 0.29
H -0.0414 1.3733 -4.6454 0.26
H 0.7722 -0.2233 -4.3047 0.23
H -2.3064 1.0672 -3.0970 0.48
H -1.3083 2.0675 -2.0387 0.33
H -2.2894 -0.7338 -1.4549 0.33
H -3.0187 0.7590 -0.6612 0.29
H -0.6567 -0.6363 0.4469 0.25
H 0.4565 1.8731 2.2894 0.25
H 1.6325 1.7246 0.9960 0.29
H 3.0560 -0.3505 0.9658 0.42
```

* SMILES: COCCNC(=O)Cn1cnc([N+](=O)[O-])n1
* lowest unoccupied orbital energy: -0.9 eV
* E_HOMO: -10.1 eV
* frontier orbital gap: 9.17 eV
* ΔE to the lowest compared entry with this formula, charge and spin: 82.0 kJ/mol
* E_tot: -847.89694 hartree

(5)
An isolated ion of composition C7H11N6 and charge +1 at a distorted geometry. Source: the OMol25 dataset; level of theory: ωB97M-V with the def2-TZVPD basis set.

```
24
Properties=species:S:1:pos:R:3:mulliken_charge:R:1
N 3.3251 -0.2326 -2.2838 -0.72
N 2.6370 0.7122 -1.5010 0.01
C 1.6999 0.4691 -0.5893 0.63
N 1.1017 1.5745 -0.0530 -0.34
N 1.5189 -0.7847 -0.3021 -0.62
C 0.1969 -1.1918 0.5618 0.62
N 0.5098 -2.2695 1.3480 -0.36
C -1.0364 -0.5396 0.5044 0.53
C -1.9700 -0.4319 1.5643 -0.29
C -3.0846 0.3186 1.4730 -0.43
C -3.3869 0.9910 0.2633 -0.17
N -2.6314 0.8161 -0.8195 -0.52
C -1.4555 0.1552 -0.6694 -0.77
H 3.1788 -1.2538 -1.8503 0.31
H 4.4030 0.0695 -2.2320 0.28
H 2.7620 1.6313 -1.8515 0.24
H 0.0919 1.6584 -0.0468 0.18
H 1.7350 2.3946 0.0853 0.25
H -0.2386 -2.8191 1.7132 0.29
H 1.2547 -2.8624 1.0085 0.31
H -1.7437 -0.6865 2.6822 0.28
H -3.6529 0.5601 2.3579 0.39
H -4.2422 1.7002 0.2147 0.37
H -0.9728 0.0212 -1.5778 0.54
```

* SMILES: NN/C(N)=N/C(=[NH2+])c1cccnc1
* net charge: +1
* lowest unoccupied orbital energy: -5.0 eV
* E_HOMO: -12.2 eV
* frontier orbital gap: 7.15 eV
* ΔE to the lowest compared entry with this formula, charge and spin: 246.3 kJ/mol
* E_tot: -601.55006 hartree

(6)
A single C7H11NO molecule at a distorted geometry. Source: the OMol25 dataset; level of theory: ωB97M-V with the def2-TZVPD basis set.

```
20
Properties=species:S:1:pos:R:3:mulliken_charge:R:1
C -0.9622 0.0301 1.3715 -0.25
C -2.2453 -0.4656 1.2759 -0.50
C -2.0957 -0.9185 -1.0518 -0.48
C -0.1810 0.4396 0.3433 -0.71
C 2.0261 1.3980 0.4463 -1.64
C 1.2751 0.1112 -1.5954 -1.57
C 1.2038 0.2006 -0.0628 1.94
N -2.7635 -0.8537 0.0551 0.02
O 1.7917 -0.9661 0.5215 -0.62
H -0.5978 0.2351 2.3767 0.30
H -2.8624 -0.6468 2.1394 0.37
H -2.6927 -1.0393 -1.9557 0.19
H 1.6197 2.3277 0.0607 0.39
H 2.0044 1.4149 1.5332 0.37
H 3.0559 1.2797 0.1196 0.40
H 0.5736 -0.6417 -1.9481 0.37
H 2.2843 -0.1607 -1.8930 0.41
H 1.0085 1.0644 -2.0390 0.35
H -3.7648 -1.0743 0.1181 0.29
H 1.3223 -1.7346 0.1845 0.38
```

* lowest unoccupied orbital energy (spin up / spin down): 0.1 / 0.1 eV
* E_HOMO (spin up / spin down): -7.2 / -7.2 eV
* frontier orbital gap (spin up / spin down): 7.30 / 7.30 eV
* ΔE to the lowest compared entry with this formula, charge and spin: 584.9 kJ/mol
* E_tot: -403.11118 hartree

(7)
A 2-piece molecular cluster, C7H11NO overall at a distorted geometry. Source: the OMol25 dataset; level of theory: ωB97M-V with the def2-TZVPD basis set.

```
20
Properties=species:S:1:pos:R:3:mulliken_charge:R:1
C -1.0294 -2.6028 0.9234 0.76
C -0.2260 -0.4505 1.1906 0.02
C -1.0862 0.7129 0.4054 -1.08
C -0.8596 0.8155 -1.0733 -0.11
C 0.5137 1.1000 -1.3973 -0.99
C 1.3251 0.7328 -0.2274 -0.25
C 0.9682 -0.6649 0.3247 -1.23
H 0.3941 0.1823 2.1189 0.25
H -0.9709 1.5484 1.0389 0.48
H -2.2116 0.4877 0.6236 0.34
H -1.6692 1.2418 -1.7707 0.35
H -1.0258 -0.4463 -0.9906 0.10
H 0.7043 2.2231 -1.5983 0.29
H 0.6641 0.8790 -2.3413 0.48
H 2.6977 0.3010 0.0283 0.23
H 1.1723 1.3956 0.6302 0.34
H 1.7189 -0.9712 0.9470 0.68
H 0.8582 -1.3417 -0.4517 0.41
N -0.8527 -1.6090 1.5990 -0.51
O -1.0854 -3.5339 0.0206 -0.54
```

* lowest unoccupied orbital energy: 0.7 eV
* E_HOMO: -9.8 eV
* frontier orbital gap: 10.56 eV
* ΔE to the lowest compared entry with this formula, charge and spin: 599.8 kJ/mol
* E_tot: -403.10550 hartree

(8)
A single C7H11NO2 molecule at a distorted geometry. Source: the OMol25 dataset; level of theory: ωB97M-V with the def2-TZVPD basis set.

```
21
Properties=species:S:1:pos:R:3:mulliken_charge:R:1
C -1.0841 -0.7428 1.6548 -0.43
O -0.9896 0.5413 1.1292 -0.35
N -1.1376 0.5355 -0.2556 0.16
C -2.5396 0.5653 -0.5594 -0.92
C -0.1932 0.0358 -1.1382 0.40
O -0.3467 -0.3164 -2.2804 -0.61
C 1.4651 0.2143 -0.5913 1.19
C 2.2927 0.7389 -1.7239 -1.73
C 1.7155 0.4915 0.8131 -0.40
C 1.9771 -0.7217 0.4563 -0.83
H -0.0701 -1.2907 1.4224 0.15
H -1.9426 -1.4305 1.1882 0.24
H -1.3525 -0.5689 2.7624 0.25
H -2.9846 1.5025 -0.2594 0.26
H -2.4437 0.5118 -1.6175 0.41
H -3.1620 -0.2557 -0.2078 0.28
H 3.3196 0.7009 -1.4486 0.43
H 2.0864 1.7365 -1.8971 0.39
H 1.9745 0.3189 -2.7050 0.34
H 1.9936 1.2863 1.4561 0.36
H 2.6084 -1.5690 0.5713 0.38
```

* SMILES: CON(C)C(=O)C1(C)C=C1
* lowest unoccupied orbital energy: 0.9 eV
* E_HOMO: -8.6 eV
* frontier orbital gap: 9.52 eV
* ΔE to the lowest compared entry with this formula, charge and spin: 642.3 kJ/mol
* E_tot: -478.35215 hartree

(9)
A single C7H11NO3 molecule at a distorted geometry. Source: the OMol25 dataset; level of theory: ωB97M-V with the def2-TZVPD basis set.

```
22
Properties=species:S:1:pos:R:3:mulliken_charge:R:1
C -2.1505 -1.2850 -0.4699 -1.54
C -0.7461 -1.0152 -0.1683 0.22
N 0.1788 -1.9744 -0.0240 0.72
O 0.0087 -3.1739 -0.0663 -0.72
O 1.6008 -1.3560 0.2159 -0.48
C 1.7278 0.1174 0.2859 0.26
C 2.5998 0.5451 -0.8519 -0.27
O 2.6920 1.6813 -1.2284 -0.45
C 0.0370 0.3735 0.1297 1.51
C -0.3439 1.4925 -0.7959 -1.68
C -0.4376 0.6719 1.5628 -2.07
H -2.8474 -0.8416 0.2141 0.36
H -2.2713 -2.3180 -0.3928 0.50
H -2.3862 -0.9702 -1.4031 0.36
H 2.0665 0.3691 1.2742 0.38
H 3.3147 -0.2481 -1.1675 0.35
H -1.4357 1.5532 -1.0222 0.38
H 0.1572 1.4425 -1.6953 0.48
H -0.0825 2.5354 -0.3139 0.30
H 0.1326 1.4982 1.9581 0.55
H -0.4440 -0.1747 2.3274 0.34
H -1.3708 1.0773 1.6317 0.52
```

* SMILES: CC1=[N+]([O-])O[C@@H](C=O)C1(C)C
* lowest unoccupied orbital energy: 0.5 eV
* E_HOMO: -8.7 eV
* frontier orbital gap: 9.19 eV
* ΔE to the lowest compared entry with this formula, charge and spin: 620.6 kJ/mol
* E_tot: -553.59954 hartree

(10)
C7H11NO3 as an isolated structure at a distorted geometry. Source: the OMol25 dataset; level of theory: ωB97M-V with the def2-TZVPD basis set.

```
22
Properties=species:S:1:pos:R:3:mulliken_charge:R:1
C -2.2137 0.9102 -2.3623 -0.42
C -2.1413 0.8123 -0.9539 -0.40
C -1.3341 -0.0093 -2.8475 -0.44
C -1.2230 -0.1713 -0.6907 0.17
C 0.8626 1.4817 0.9529 -0.84
C 2.6305 -1.5108 1.1486 -0.63
C -0.6633 -0.6771 0.5530 0.04
N 1.0624 0.1074 0.5843 -0.19
O -0.7347 -0.6719 -1.8451 -0.33
O -1.3097 -0.3017 1.6873 -0.52
O 1.7247 -0.5509 1.6485 -0.24
H -2.8314 1.5756 -2.9305 0.45
H -2.6944 1.3766 -0.2314 0.51
H -1.0558 -0.2770 -3.8486 0.44
H 1.8431 1.9608 1.0408 0.35
H 0.2936 1.9567 0.1519 0.27
H 0.3276 1.6002 1.9034 0.31
H 3.0266 -1.1881 0.1826 0.31
H 2.1490 -2.4870 1.0275 0.24
H 3.4381 -1.5857 1.8768 0.24
H -0.3379 -1.7163 0.5023 0.27
H -0.8189 -0.6344 2.4502 0.41
```

* lowest unoccupied orbital energy: 0.8 eV
* E_HOMO: -7.9 eV
* frontier orbital gap: 8.78 eV
* ΔE to the lowest compared entry with this formula, charge and spin: 436.0 kJ/mol
* E_tot: -553.66987 hartree

(11)
A 2-piece molecular cluster, C7H11NO3 overall at a distorted geometry. Source: the OMol25 dataset; level of theory: ωB97M-V with the def2-TZVPD basis set.

```
22
Properties=species:S:1:pos:R:3:mulliken_charge:R:1
C -2.5708 -1.0003 -0.8812 -1.40
C -1.4778 -0.5776 0.0897 1.01
C -1.0068 0.8489 -0.0998 -0.17
O -2.0799 1.7688 0.0678 -0.58
C -0.6380 -1.5502 0.7855 -0.68
O -1.6860 -0.8661 1.4639 -0.48
H -2.9462 -1.9903 -0.6599 0.43
H -3.4028 -0.2740 -0.8070 0.24
H -2.2042 -0.9878 -1.8928 0.33
H -0.1826 1.0341 0.5917 0.17
H -0.6256 1.0617 -1.1142 0.20
H -2.7410 1.4173 0.6980 0.35
H 0.3599 -1.3452 1.1664 0.28
H -0.8428 -2.6218 0.5929 0.23
C 2.7864 1.6249 -0.2146 -0.86
C 2.5002 0.3177 0.4913 0.80
O 1.8583 0.2745 1.5063 -0.47
C 2.9462 -0.9785 -0.1516 0.08
N 3.4209 -1.9582 -0.5529 -0.38
H 1.8338 2.0206 -0.6108 0.24
H 3.1718 2.3100 0.5462 0.29
H 3.5272 1.4715 -1.0149 0.35
```

* SMILES: C[C@]1(CO)CO1.CC(=O)C#N
* lowest unoccupied orbital energy: -0.7 eV
* E_HOMO: -10.2 eV
* frontier orbital gap: 9.57 eV
* ΔE to the lowest compared entry with this formula, charge and spin: 304.7 kJ/mol
* E_tot: -553.71987 hartree